[1]
A molecular structure, C22H62N3O11Zn at a distorted geometry, computed with ωB97M-V with the def2-TZVPD basis set.

The value obtained for the frontier orbital gap is 8.081 eV. The value obtained for the energy is -3646.43513 Eh. Its charge is +1. As for the spin multiplicity: 1.

Last column: Löwdin charge in e.
Atoms and positions in Å:
Zn: -0.75 -0.40 2.67  0.778
O: -0.75 -0.18 -1.38  0.094
C: -0.29 0.49 -0.31  -0.737
O: -0.32 -0.10 0.80  -0.066
O: 0.01 1.70 -0.45  0.004
H: -0.54 0.54 -2.01  0.094
C: -4.49 0.43 -2.25  -0.051
C: -3.36 1.06 -3.03  -0.501
C: -2.93 0.20 -4.21  -0.047
O: -3.75 2.33 -3.57  -0.045
H: -4.82 1.10 -1.45  0.077
H: -4.23 -0.54 -1.82  0.069
H: -5.34 0.21 -2.90  0.087
H: -2.50 1.24 -2.38  0.101
H: -3.78 -0.15 -4.78  0.085
H: -2.34 -0.65 -3.84  0.071
H: -2.21 0.76 -4.82  0.076
H: -3.04 2.93 -3.32  0.056
C: 1.79 -5.32 -1.21  -0.055
C: 0.97 -4.36 -2.07  -0.474
C: -0.10 -3.68 -1.25  -0.072
O: 1.84 -3.37 -2.62  -0.056
H: 2.49 -5.89 -1.81  0.083
H: 1.14 -6.02 -0.68  0.078
H: 2.34 -4.79 -0.43  0.073
H: 0.55 -4.95 -2.88  0.141
H: 0.28 -3.10 -0.40  0.067
H: -0.81 -4.38 -0.79  0.078
H: -0.73 -2.97 -1.79  0.071
H: 2.41 -2.98 -1.94  0.041
C: -3.22 -2.10 5.84  -0.032
C: -2.32 -1.99 4.62  -0.382
C: -3.17 -1.95 3.34  -0.152
O: -2.28 -1.69 2.25  -0.274
C: -2.77 -2.12 0.96  -0.018
N: -1.48 -0.76 4.62  0.049
H: -2.61 -2.27 6.74  0.091
H: -3.90 -2.95 5.75  0.097
H: -3.72 -1.15 6.00  0.092
H: -1.75 -2.91 4.48  0.156
H: -3.90 -1.14 3.45  0.144
H: -3.67 -2.90 3.16  0.144
H: -3.78 -1.75 0.80  0.103
H: -2.78 -3.21 0.90  0.106
H: -2.05 -1.80 0.22  0.074
H: -0.87 -0.84 5.44  0.122
H: -2.05 0.01 4.98  0.113
C: 5.12 -1.44 -3.03  -0.053
C: 5.30 -1.07 -1.57  -0.440
C: 4.80 -2.11 -0.60  -0.189
O: 3.40 -2.21 -0.51  -0.218
C: 2.70 -1.15 0.11  -0.077
N: 6.76 -0.82 -1.33  0.037
H: 4.05 -1.66 -3.19  0.065
H: 5.64 -2.36 -3.30  0.088
H: 5.39 -0.63 -3.70  0.080
H: 4.76 -0.12 -1.41  0.123
H: 5.20 -1.81 0.39  0.125
H: 5.21 -3.10 -0.76  0.141
H: 1.65 -1.38 -0.07  0.061
H: 2.98 -0.18 -0.29  0.092
H: 2.85 -1.18 1.20  0.092
H: 6.82 -0.54 -0.35  0.062
H: 6.97 0.05 -1.82  0.073
C: 1.09 3.37 3.96  -0.024
C: 0.08 2.24 3.79  -0.374
C: -1.05 2.59 2.85  -0.157
O: -1.79 1.40 2.59  -0.279
C: -2.94 1.61 1.77  -0.021
N: 0.76 1.00 3.27  0.048
H: 1.43 3.71 2.98  0.081
H: 1.94 3.01 4.53  0.090
H: 0.61 4.22 4.45  0.097
H: -0.35 1.97 4.76  0.137
H: -0.64 2.97 1.90  0.138
H: -1.74 3.36 3.19  0.150
H: -2.70 2.18 0.87  0.101
H: -3.70 2.16 2.35  0.109
H: -3.37 0.66 1.49  0.085
H: 1.46 0.72 3.95  0.109
H: 1.35 1.34 2.51  0.109
C: 1.51 0.71 -3.76  -0.136
O: 0.61 0.45 -4.82  -0.104
H: 1.19 0.29 -2.81  0.055
H: 2.51 0.29 -3.93  0.075
H: 1.58 1.80 -3.70  0.083
H: 0.17 -0.40 -4.69  0.070
C: 2.30 4.28 -0.27  -0.157
O: 1.85 3.55 -1.41  -0.140
H: 2.43 3.60 0.58  0.059
H: 3.24 4.77 -0.48  0.079
H: 1.57 5.06 -0.04  0.076
H: 1.22 2.91 -1.06  0.006
C: -1.82 5.04 -2.03  -0.120
O: -2.25 3.78 -1.50  -0.142
H: -2.46 5.35 -2.85  0.083
H: -1.84 5.79 -1.24  0.077
H: -0.80 4.96 -2.41  0.083
H: -1.47 3.30 -1.21  0.039

=====

[2]
10 unconnected molecules or ions with the total composition C22H62NO12 at a distorted geometry, computed with ωB97M-V with the def2-TZVPD basis set.

The value obtained for the frontier orbital gap is 9.706 eV. The value obtained for the energy is -1833.03593 Eh. Its charge is -1. As for the spin multiplicity: 1.

Last column: Löwdin charge in e.
Atoms and positions in Å:
N: 7.39 14.94 -7.90  -0.518
O: 7.40 15.94 -8.66  -0.034
O: 7.70 13.81 -8.36  -0.036
O: 7.00 15.04 -6.72  -0.018
C: 9.93 16.08 -5.45  -0.159
O: 10.90 17.04 -5.06  -0.132
H: 9.95 15.26 -4.74  0.072
H: 8.93 16.51 -5.51  0.058
H: 10.16 15.64 -6.43  0.076
H: 10.72 17.86 -5.54  0.023
C: 4.81 11.14 -11.20  -0.056
C: 5.86 12.26 -11.20  -0.482
C: 5.31 13.61 -10.78  -0.058
O: 6.93 11.86 -10.35  -0.063
H: 3.95 11.48 -11.78  0.074
H: 4.47 10.97 -10.18  0.077
H: 5.19 10.22 -11.64  0.072
H: 6.28 12.37 -12.21  0.131
H: 4.71 13.61 -9.87  0.070
H: 4.65 13.95 -11.59  0.083
H: 6.14 14.32 -10.72  0.059
H: 7.08 12.52 -9.66  0.034
C: 7.25 17.92 -11.91  -0.059
C: 7.88 16.56 -12.17  -0.504
C: 8.56 16.46 -13.53  -0.057
O: 8.86 16.27 -11.18  -0.056
H: 6.84 17.92 -10.89  0.049
H: 6.45 18.12 -12.62  0.078
H: 8.00 18.71 -11.91  0.084
H: 7.08 15.81 -12.10  0.119
H: 8.66 15.43 -13.85  0.073
H: 9.56 16.88 -13.45  0.080
H: 8.02 16.99 -14.32  0.071
H: 8.33 16.13 -10.37  0.039
C: 5.99 19.80 -7.26  -0.039
C: 6.05 19.08 -5.91  -0.451
C: 4.67 18.53 -5.53  -0.048
O: 6.95 17.99 -6.00  -0.083
H: 5.41 20.73 -7.20  0.083
H: 5.42 19.20 -7.98  0.064
H: 6.98 20.00 -7.67  0.068
H: 6.37 19.76 -5.12  0.142
H: 4.80 17.86 -4.68  0.069
H: 4.24 17.89 -6.31  0.070
H: 3.95 19.32 -5.30  0.079
H: 6.78 17.42 -6.77  0.067
C: 2.35 15.97 -9.51  -0.050
C: 2.95 17.38 -9.55  -0.480
C: 4.29 17.39 -10.25  -0.076
O: 2.05 18.26 -10.22  -0.056
H: 2.86 15.35 -8.77  0.062
H: 2.44 15.45 -10.45  0.073
H: 1.31 16.03 -9.17  0.076
H: 3.10 17.76 -8.53  0.123
H: 4.76 18.37 -10.17  0.067
H: 4.15 17.19 -11.32  0.085
H: 5.01 16.66 -9.87  0.070
H: 2.08 18.08 -11.16  0.080
C: 9.84 11.06 -8.22  -0.054
C: 8.57 10.47 -7.61  -0.506
C: 8.87 9.17 -6.88  -0.070
O: 8.02 11.38 -6.67  -0.062
H: 9.57 12.05 -8.60  0.063
H: 10.20 10.47 -9.07  0.077
H: 10.64 11.12 -7.47  0.080
H: 7.86 10.29 -8.42  0.121
H: 9.46 9.38 -5.98  0.078
H: 9.42 8.52 -7.56  0.073
H: 7.98 8.65 -6.52  0.071
H: 7.97 12.25 -7.09  0.041
C: 11.55 19.60 -7.49  -0.057
C: 10.04 19.48 -7.56  -0.465
C: 9.63 18.27 -8.39  -0.050
O: 9.53 19.32 -6.22  -0.078
H: 11.98 18.97 -6.71  0.075
H: 11.86 20.61 -7.20  0.076
H: 12.07 19.33 -8.41  0.081
H: 9.60 20.41 -7.95  0.127
H: 10.27 17.41 -8.19  0.089
H: 9.73 18.46 -9.46  0.081
H: 8.58 18.03 -8.25  0.052
H: 8.74 18.75 -6.23  0.047
C: 7.42 13.78 -3.40  -0.057
C: 6.04 14.43 -3.36  -0.493
C: 5.54 14.55 -1.93  -0.071
O: 6.08 15.76 -3.86  -0.055
H: 8.13 14.24 -2.70  0.079
H: 7.84 13.97 -4.40  0.056
H: 7.43 12.71 -3.17  0.078
H: 5.41 13.75 -3.94  0.135
H: 6.18 15.20 -1.34  0.077
H: 5.45 13.59 -1.41  0.073
H: 4.52 14.96 -1.93  0.072
H: 6.28 15.67 -4.81  0.045
O: 4.17 13.65 -7.13  -0.057
H: 4.42 12.78 -7.46  0.035
H: 4.94 14.20 -7.31  0.005

=====

[3]
A molecular structure, C22H63AsF6N5O7 at a distorted geometry, computed with ωB97M-V with the def2-TZVPD basis set.

The calculation puts the energy above the lowest of the compared OMol25 structures with the same formula, charge and spin at 4.4296 eV. The value obtained for the frontier orbital gap is 9.537 eV. The value obtained for the energy is -4511.40706 Eh. Its charge is -1. As for the spin multiplicity: 1.

Last column: Löwdin charge in e.
Atoms and positions in Å:
As: -0.26 -0.67 -0.68  0.904
F: -1.12 -1.12 0.84  -0.323
F: 0.42 0.77 0.22  -0.324
F: 0.57 -0.23 -2.21  -0.308
F: -0.91 -2.08 -1.51  -0.304
F: -1.76 0.20 -1.19  -0.318
F: 1.12 -1.75 -0.16  -0.329
C: -3.54 1.06 5.78  -0.167
O: -2.15 0.81 5.61  -0.124
H: -3.91 1.68 4.96  0.072
H: -4.18 0.17 5.80  0.068
H: -3.64 1.53 6.76  0.075
H: -1.98 0.32 4.80  0.076
C: -3.85 -2.24 -6.63  -0.200
O: -3.64 -3.30 -7.50  -0.111
H: -4.79 -2.18 -6.08  0.069
H: -3.11 -2.28 -5.83  0.085
H: -3.94 -1.34 -7.24  0.081
H: -3.74 -4.09 -6.96  0.076
C: -0.05 8.61 2.70  -0.048
C: 0.08 7.05 2.84  -0.446
C: -0.31 6.47 4.20  -0.199
O: 0.49 6.94 5.31  -0.194
C: -0.06 6.73 6.61  -0.110
N: -0.64 6.39 1.78  0.042
H: -0.91 8.98 3.26  0.067
H: -0.26 8.91 1.68  0.064
H: 0.78 9.17 3.13  0.069
H: 1.16 6.86 2.88  0.126
H: -0.20 5.38 4.13  0.120
H: -1.38 6.60 4.35  0.119
H: 0.55 7.23 7.37  0.077
H: -0.21 5.69 6.89  0.088
H: -0.92 7.40 6.71  0.080
H: -0.26 6.79 0.94  0.068
H: -0.35 5.42 1.75  0.077
C: 7.28 -3.56 -2.49  -0.063
C: 6.91 -5.00 -2.90  -0.418
C: 7.40 -6.04 -1.91  -0.269
O: 8.58 -6.58 -2.33  -0.168
C: 9.11 -7.52 -1.37  -0.087
N: 5.45 -4.97 -2.98  0.013
H: 6.80 -3.48 -1.52  0.076
H: 6.87 -2.85 -3.21  0.076
H: 8.35 -3.46 -2.33  0.074
H: 7.20 -5.27 -3.92  0.138
H: 6.73 -6.89 -1.98  0.123
H: 7.29 -5.66 -0.89  0.129
H: 8.45 -8.37 -1.16  0.084
H: 9.14 -7.07 -0.38  0.076
H: 10.15 -7.78 -1.57  0.086
H: 5.03 -4.82 -2.08  0.068
H: 5.16 -4.10 -3.41  0.062
C: 4.48 5.27 -1.54  -0.089
C: 4.39 5.14 -3.04  -0.416
C: 2.95 5.35 -3.66  -0.223
O: 2.31 6.56 -3.37  -0.195
C: 1.13 6.89 -4.18  -0.066
N: 5.34 6.11 -3.61  0.027
H: 4.43 6.30 -1.20  0.078
H: 5.37 4.78 -1.15  0.075
H: 3.66 4.71 -1.09  0.080
H: 4.64 4.10 -3.23  0.134
H: 2.33 4.52 -3.33  0.122
H: 3.07 5.25 -4.73  0.115
H: 0.58 7.76 -3.80  0.081
H: 0.43 6.05 -4.21  0.080
H: 1.37 7.04 -5.23  0.078
H: 5.02 7.02 -3.33  0.063
H: 6.19 5.84 -3.14  0.058
C: -7.24 -0.88 -0.49  -0.068
C: -7.90 0.49 -0.33  -0.472
C: -7.71 1.14 1.06  -0.214
O: -8.30 2.41 1.01  -0.189
C: -7.89 3.18 2.11  -0.120
N: -7.50 1.34 -1.40  0.043
H: -6.15 -0.84 -0.51  0.077
H: -7.56 -1.26 -1.46  0.078
H: -7.40 -1.54 0.35  0.072
H: -8.95 0.24 -0.53  0.131
H: -6.63 1.25 1.14  0.127
H: -8.09 0.51 1.86  0.127
H: -8.13 2.76 3.09  0.086
H: -8.35 4.16 2.12  0.084
H: -6.82 3.39 2.03  0.090
H: -7.99 2.19 -1.17  0.066
H: -6.51 1.52 -1.32  0.082
C: 1.40 -8.36 1.04  -0.075
C: -0.09 -8.10 0.70  -0.415
C: -0.93 -7.25 1.76  -0.135
O: -1.18 -8.08 2.92  -0.211
C: -2.23 -7.64 3.78  -0.117
N: -0.09 -7.50 -0.61  0.008
H: 1.39 -8.75 2.05  0.070
H: 2.00 -7.48 0.83  0.075
H: 1.90 -9.11 0.42  0.069
H: -0.54 -9.07 0.49  0.122
H: -1.88 -6.91 1.37  0.120
H: -0.28 -6.43 2.06  0.125
H: -2.05 -6.64 4.17  0.082
H: -2.44 -8.27 4.65  0.079
H: -3.20 -7.60 3.28  0.077
H: -0.15 -6.50 -0.52  0.070
H: 0.83 -7.52 -1.02  0.057

=====

[4]
15 unconnected molecules or ions with the total composition C22H63BBrFN16O33PS at a distorted geometry, computed with ωB97M-V with the def2-TZVPD basis set.

The value obtained for the frontier orbital gap is 4.871 eV. The value obtained for the energy is -7671.86095 Eh. Its charge is -1. As for the spin multiplicity: 1.

Last column: Löwdin charge in e.
Atoms and positions in Å:
C: -4.33 -2.69 -0.09  -0.127
N: -4.10 -2.61 -1.59  -0.166
C: -4.68 -3.87 -2.20  -0.128
B: -2.57 -2.62 -1.85  -0.676
O: -1.79 -3.51 -0.97  -0.024
P: -1.76 -1.56 -3.27  0.259
F: -1.25 -0.51 -4.61  -0.392
Br: -1.74 0.17 -1.79  0.375
C: 0.00 -2.06 -2.80  -0.343
C: 1.23 -1.29 -3.53  -0.246
C: 1.61 0.20 -2.94  -0.240
S: 1.21 1.61 -4.14  0.785
O: 1.32 1.22 -5.63  -0.370
O: 2.34 2.69 -3.89  -0.450
O: -0.27 2.40 -3.83  -0.266
C: -2.05 -3.07 -4.41  -0.319
C: -1.03 -3.21 -5.67  -0.139
C: -1.58 -2.47 -7.07  -0.291
N: -2.88 -1.69 -7.17  0.056
O: -0.72 -2.59 -8.12  -0.104
H: -5.34 -2.13 0.14  0.083
H: -3.48 -2.18 0.53  0.104
H: -4.47 -3.80 0.31  0.064
H: -4.66 -3.86 -3.39  0.065
H: -4.15 -4.86 -1.86  0.096
H: -5.81 -3.93 -1.88  0.099
H: -1.63 -4.42 -1.38  0.066
H: -3.13 -1.15 -3.61  -0.007
H: 0.09 -3.23 -2.96  0.104
H: 0.12 -1.86 -1.63  0.075
H: 1.19 -1.21 -4.70  0.097
H: 2.20 -1.96 -3.31  0.117
H: 2.79 0.24 -2.81  0.116
H: 1.19 0.40 -1.84  0.074
H: -0.71 2.54 -4.72  0.065
H: -3.15 -3.00 -4.87  0.077
H: -2.05 -4.04 -3.75  0.062
H: 0.09 -2.92 -5.47  0.108
H: -1.01 -4.37 -5.96  0.093
H: -2.57 -0.69 -7.38  0.072
H: -3.30 -2.01 -8.10  0.082
C: 0.04 -7.70 -3.14  0.053
N: -0.64 -6.41 -3.46  -0.368
O: -0.52 -5.99 -4.62  0.059
O: -1.26 -5.86 -2.55  0.037
H: 0.55 -8.07 -4.03  0.101
H: 0.75 -7.50 -2.34  0.066
H: -0.73 -8.40 -2.81  0.107
C: -4.45 3.05 -5.80  0.045
N: -3.23 2.52 -6.46  -0.396
O: -2.19 3.17 -6.34  0.048
O: -3.35 1.45 -7.07  0.058
H: -4.20 3.99 -5.30  0.097
H: -5.20 3.22 -6.58  0.098
H: -4.79 2.31 -5.08  0.104
C: 3.15 0.97 0.72  0.038
N: 1.87 0.35 1.15  -0.407
O: 1.42 -0.57 0.45  0.050
O: 1.36 0.79 2.19  0.041
H: 3.48 0.48 -0.20  0.092
H: 2.96 2.03 0.54  0.089
H: 3.88 0.82 1.52  0.095
C: -5.41 -6.52 3.20  0.031
N: -4.61 -5.60 2.34  -0.419
O: -4.76 -4.39 2.51  0.051
O: -3.86 -6.13 1.51  0.054
H: -6.03 -5.92 3.87  0.093
H: -6.04 -7.13 2.54  0.099
H: -4.71 -7.14 3.76  0.097
C: 2.66 2.13 5.55  0.036
N: 3.51 3.03 4.72  -0.397
O: 3.71 2.70 3.55  0.051
O: 3.94 4.05 5.27  0.041
H: 2.35 1.28 4.93  0.098
H: 3.27 1.80 6.39  0.101
H: 1.79 2.70 5.88  0.085
C: 6.41 5.78 4.08  0.018
N: 7.74 6.32 4.48  -0.423
O: 8.74 5.74 4.03  0.051
O: 7.74 7.30 5.24  0.032
H: 6.56 4.92 3.42  0.079
H: 5.89 5.48 4.99  0.079
H: 5.88 6.58 3.56  0.100
C: 0.40 4.09 9.13  0.058
N: 1.62 3.55 8.47  -0.387
O: 2.66 4.20 8.59  0.051
O: 1.50 2.48 7.86  0.018
H: 0.65 5.02 9.63  0.081
H: -0.34 4.25 8.35  0.108
H: 0.06 3.34 9.85  0.108
C: -4.38 -5.18 -7.45  0.047
N: -4.73 -5.49 -6.04  -0.397
O: -4.86 -6.69 -5.74  0.048
O: -4.88 -4.53 -5.28  0.026
H: -4.28 -6.11 -8.01  0.095
H: -5.18 -4.57 -7.86  0.102
H: -3.43 -4.64 -7.44  0.085
C: 3.22 7.58 10.05  0.044
N: 2.20 7.06 11.00  -0.419
O: 2.46 6.01 11.60  0.031
O: 1.17 7.73 11.13  0.055
H: 4.07 6.90 10.04  0.100
H: 2.76 7.63 9.07  0.105
H: 3.52 8.57 10.40  0.103
C: 1.74 5.79 -4.64  0.027
N: 1.18 7.14 -4.93  -0.429
O: 0.71 7.33 -6.06  0.047
O: 1.23 7.97 -4.02  0.031
H: 1.63 5.17 -5.52  0.099
H: 2.79 5.92 -4.38  0.101
H: 1.17 5.38 -3.80  0.096
C: -7.28 -0.27 -2.44  0.042
N: -8.30 -0.78 -1.48  -0.425
O: -8.04 -1.84 -0.89  0.046
O: -9.33 -0.12 -1.36  0.027
H: -6.42 -0.95 -2.44  0.088
H: -7.74 -0.22 -3.42  0.098
H: -6.97 0.72 -2.09  0.101
C: 4.06 -7.00 -0.19  0.042
N: 3.25 -7.76 -1.19  -0.416
O: 2.17 -8.21 -0.80  0.039
O: 3.73 -7.87 -2.32  0.058
H: 3.53 -6.98 0.76  0.098
H: 5.02 -7.52 -0.09  0.101
H: 4.20 -5.99 -0.58  0.106
C: 3.97 4.81 -0.30  0.041
N: 5.24 4.47 0.40  -0.405
O: 5.89 3.52 -0.03  0.062
O: 5.54 5.18 1.37  0.029
H: 3.83 4.11 -1.13  0.095
H: 3.16 4.72 0.42  0.101
H: 4.06 5.84 -0.67  0.103
C: 3.72 2.98 11.36  0.026
N: 4.69 2.21 12.18  -0.424
O: 5.68 1.75 11.60  0.054
O: 4.43 2.09 13.38  0.047
H: 4.07 3.01 10.33  0.084
H: 2.75 2.47 11.42  0.103
H: 3.66 3.99 11.77  0.078